C3H29NO10 | wB97M-V/def2-TZVPD

Calculated values
Maximum force ... 7.40 eV Å⁻¹
HOMO level ... -9.0 eV
Molecular weight ... 239.262 g mol⁻¹
Energy above the lowest of the compared OMol25 structures with the same formula, charge and spin ... 59.57 kcal/mol
Structure (SMILES) ... CC(C)N.O.O.O.O.O.O.O.O.O.O
Frontier orbital gap ... 9.07 eV
E ... -25544.323 eV
LUMO level ... 0.09 eV

Each atom is followed by the atoms it is bonded to, with distances in Å.
Geometry (Å):
1 C -1.50 2.94 0.90  C2 1.485, H5 1.152, H6 1.116, H7 1.042
2 C -1.29 1.78 1.79  C1 1.485, C3 1.603, N4 1.554, H8 1.064
3 C -2.49 1.56 2.83  C2 1.603, H9 1.113, H10 1.145, H11 0.987
4 N -1.34 0.58 0.81  C2 1.554, H12 0.940, H13 0.954
5 H -1.28 3.97 1.37  C1 1.152
6 H -0.91 2.97 -0.05  C1 1.116
7 H -2.45 2.80 0.48  C1 1.042
8 H -0.42 1.71 2.40  C2 1.064
9 H -3.15 0.67 2.69  C3 1.113
10 H -2.12 1.63 3.91  C3 1.145
11 H -3.01 2.39 2.71  C3 0.987
12 H -1.89 -0.10 1.16  N4 0.940
13 H -0.50 0.27 0.48  N4 0.954
14 O 2.28 -3.43 -0.55  H15 0.981, H16 1.026
15 H 2.95 -2.73 -0.43  O14 0.981
16 H 2.11 -3.38 -1.56  O14 1.026
17 O 3.78 -0.19 1.22  H18 0.924, H19 0.874
18 H 4.57 0.23 0.99  O17 0.924
19 H 3.37 0.21 1.88  O17 0.874
20 O 1.72 -0.08 2.88  H21 1.079, H22 0.884
21 H 1.78 -1.09 2.50  O20 1.079
22 H 0.99 0.22 2.49  O20 0.884
23 O 0.03 0.47 -3.90  H24 0.945, H25 0.958
24 H 0.57 1.19 -4.20  O23 0.945
25 H -0.04 0.54 -2.95  O23 0.958
26 O -0.36 -1.77 0.97  H27 1.036, H28 0.979
27 H -1.15 -2.15 0.41  O26 1.036
28 H 0.34 -2.34 0.60  O26 0.979
29 O 2.06 -1.70 -3.56  H30 0.938, H31 1.056
30 H 1.71 -1.45 -2.73  O29 0.938
31 H 1.18 -1.91 -4.10  O29 1.056
32 O -2.73 -2.89 -0.13  H33 1.056, H34 0.915
33 H -3.17 -2.35 -0.93  O32 1.056
34 H -3.34 -2.86 0.56  O32 0.915
35 O 1.27 2.39 -0.62  H36 0.983, H37 0.934
36 H 1.51 1.79 0.12  O35 0.983
37 H 1.65 3.23 -0.45  O35 0.934
38 O -3.36 -0.79 -2.18  H39 0.978, H40 0.971
39 H -4.07 -0.12 -2.08  O38 0.978
40 H -2.53 -0.31 -2.06  O38 0.971
41 O 2.89 -0.92 -1.26  H42 0.911, H43 0.924
42 H 3.14 -0.58 -0.45  O41 0.911
43 H 3.19 -0.40 -1.96  O41 0.924

natural (NBO) population analysis, charges in e, atoms 1 to 4:
1. C -0.634
2. C -0.052
3. C -0.606
4. N -0.856